The following is a quantum chemistry calculation of a molecular structure, C30H26Br2Cl6KN4O8P, from the OMol25 dataset.

The highest occupied orbital energy (alpha / beta) is -1.96 / -1.96 eV. The value obtained for the energy above the lowest of the compared OMol25 structures with the same formula, charge and spin is 46.0 kcal/mol. The value obtained for the LUMO energy (alpha / beta) is 3.84 / 3.03 eV. Its net charge is -2. The molar mass is 1013.2 g/mol. Its total energy is -294697.0671 eV.

Last column: Mulliken charge in e.
Atoms and positions in Å:
Br: -0.4589 -1.9354 -3.9779  -0.081
Br: -1.3384 1.2862 -4.1013  -0.071
K: 0.8271 -0.1237 -1.3891  0.509
Cl: -2.8138 3.7411 3.5687  -0.251
Cl: -0.4254 3.7228 1.6602  -0.352
Cl: 3.0726 1.0907 -3.8402  1.625
Cl: -5.0920 1.5123 3.2646  -0.260
Cl: 2.4994 -2.8401 -0.6489  -0.128
Cl: -4.9735 -0.5097 0.8765  -0.198
P: -0.1738 -2.3304 1.4434  2.650
O: 4.4499 1.3027 -3.5769  -0.705
O: 2.2624 2.0070 -3.0165  -0.490
O: -2.2350 -0.4428 -0.5162  -0.132
O: -0.0144 -0.7109 1.1868  -0.591
O: 2.6076 -0.2430 -3.4564  -0.679
O: -1.0791 1.9554 -0.8654  -0.691
O: 2.8697 1.3217 -5.2366  -0.698
O: 1.0854 -1.7745 2.3169  -0.849
N: 2.8545 4.2286 0.0333  0.851
N: 3.3992 2.1006 -0.0298  -0.016
N: 4.2192 4.1531 0.1604  -0.419
N: 4.5171 2.8637 0.0762  -0.582
C: -1.6891 1.7196 0.2066  -0.161
C: -3.6643 0.6097 1.1658  0.114
C: 3.6650 6.0689 -2.2551  -1.487
C: 2.2169 5.6016 -0.1000  -0.940
C: -1.4206 -2.3309 2.7095  -0.586
C: -1.4747 -1.1498 3.5066  -0.852
C: -1.6342 2.5308 1.4163  0.777
C: 0.8954 -3.8827 1.4061  -0.323
C: -2.5418 0.5466 0.3163  0.339
C: 1.7586 -5.8797 2.5470  -0.606
C: 2.8389 -6.0122 1.6869  -0.531
C: -2.4659 -1.9786 -0.1720  1.148
C: -3.3643 -1.9551 4.7021  -0.463
C: 1.1694 5.5604 -2.4805  -1.218
C: -0.8968 -3.8029 -0.8016  -0.826
C: -3.3372 -3.1231 3.9583  -0.877
C: -1.1863 -2.7141 0.0230  0.768
C: -0.5232 -0.2386 -4.9843  -0.455
C: 0.7931 -4.8744 2.3934  -0.976
C: 2.2791 6.1548 -1.5674  0.822
C: -2.4004 -3.2937 2.9194  0.254
C: -1.7091 -4.1756 -1.8395  -1.032
C: -2.6786 2.5149 2.3306  -0.364
C: -2.4467 -0.9482 4.4813  -0.495
C: 2.9822 -5.0596 0.6912  -0.655
C: 2.3717 2.9698 -0.0500  -0.040
C: -3.7121 1.5465 2.2098  0.402
C: -3.2941 -2.4375 -1.3188  -1.066
C: -2.9304 -3.5230 -2.0672  -0.835
C: 2.0501 -4.0037 0.5440  0.854
H: -1.3797 -4.9647 -2.4960  0.434
H: 2.0123 7.2287 -1.3696  0.231
H: -2.4822 0.0102 5.0265  0.373
H: 3.8300 -5.1037 0.0229  0.434
H: -4.1100 -1.7625 -1.5327  0.551
H: -2.5116 -4.1653 2.2805  0.380
H: 4.4444 6.4350 -1.5765  0.384
H: -0.0371 -4.8859 3.0984  0.313
H: 0.2197 5.4722 -1.9259  0.357
H: 3.6729 6.6909 -3.1727  0.420
H: 2.7533 6.2738 0.6120  0.368
H: -3.1097 -1.9707 0.7212  0.175
H: -4.0637 -3.9193 4.1281  0.359
H: 3.5709 -6.8018 1.8246  0.345
H: -1.1273 -0.4611 -5.8579  0.400
H: 1.1590 5.5601 0.2005  0.227
H: 1.6111 -6.5996 3.3628  0.331
H: 1.3093 2.7443 -0.1700  0.346
H: -4.1012 -1.8372 5.4823  0.372
H: 1.4515 4.5632 -2.8485  0.114
H: -3.5450 -3.8742 -2.8972  0.300
H: 0.5179 -0.0150 -5.2401  0.237
H: 3.9442 5.0564 -2.5275  0.246
H: 0.9772 6.2165 -3.3331  0.423
H: -0.7330 -0.3743 3.3109  0.355
H: 0.0161 -4.3317 -0.6326  0.394

=====

The following is a quantum chemistry calculation of C30H26Cl2F2N2O2S2 in the gas phase, from the OMol25 dataset.

The highest occupied orbital energy is -8.03 eV. The value obtained for the LUMO energy is 0.32 eV. The molar mass is 619.6 g/mol. Its total energy is -90757.5001 eV.

Last column: natural (NBO) charge in e.
Atoms and positions in Å:
Cl: -3.4164 3.4003 3.9711  -0.069
Cl: -1.8360 -2.1155 3.7283  -0.074
S: 0.7104 -0.4229 0.9258  0.284
S: 6.6022 2.4669 -1.1442  0.084
F: -2.3408 2.2981 -5.2960  -0.373
F: 3.1358 2.1532 -3.7188  -0.318
O: -4.8262 1.7831 5.3862  -0.491
O: 5.1732 -2.3220 -0.2649  -0.511
N: 4.7245 0.6709 -2.0988  -0.479
N: -0.8273 1.2900 -1.2318  -0.470
C: 5.5399 1.4788 -1.7128  0.256
C: -0.8952 -0.5991 3.4234  -0.194
C: 2.5428 1.5772 -2.6574  0.432
C: -2.6612 1.6568 0.2589  -0.213
C: -1.4071 1.0932 0.0543  0.119
C: 4.0207 -1.9608 -0.3021  0.579
C: 1.0912 -4.5538 -1.9649  -0.211
C: -3.6473 0.5791 3.7215  -0.562
C: -1.5373 0.1934 2.3131  -0.063
C: -3.3466 1.4870 1.4381  -0.182
C: 3.6690 -0.5700 0.2162  -0.542
C: -2.6563 1.1483 -4.5670  0.056
C: -4.0850 1.8303 4.4637  0.564
C: 2.9778 -2.8751 -0.8748  -0.072
C: 1.9522 -3.3567 -0.0799  -0.222
C: 3.0889 -3.2468 -2.2074  -0.207
C: -1.6034 0.5473 -2.2806  -0.207
C: 1.1884 1.7449 -2.4603  -0.107
C: -2.5866 1.4424 -3.0684  -0.475
C: 3.3322 0.8308 -1.8074  0.053
C: 0.5820 1.1192 -1.3658  0.233
C: 2.7569 0.2221 -0.7013  -0.022
C: 1.3818 0.3702 -0.5030  -0.210
C: 2.1296 -4.0868 -2.7515  -0.207
C: -0.6439 0.2552 4.6881  -0.413
C: -0.6194 -0.5057 6.0073  -0.609
C: -2.8023 0.7489 2.4820  -0.005
C: -0.8609 0.3635 1.0948  -0.099
C: 1.0032 -4.2092 -0.6278  -0.194
C: 0.4294 2.6127 -3.4289  -0.639
H: 3.9152 -2.8833 -2.8009  0.228
H: 0.3440 -5.2066 -2.3963  0.214
H: 0.2006 -4.5834 -0.0089  0.217
H: -0.1028 2.0278 -4.1736  0.225
H: -4.5760 0.0895 3.4242  0.266
H: 4.6246 -0.0574 0.2730  0.256
H: -0.3570 0.1917 6.8031  0.218
H: 2.2036 -4.3568 -3.7956  0.217
H: 1.8870 -3.0943 0.9652  0.218
H: -3.5814 1.3038 -2.6447  0.212
H: -4.3337 1.9178 1.5339  0.217
H: 3.2530 -0.5942 1.2245  0.252
H: -3.1213 2.2417 -0.5247  0.223
H: -0.8927 0.0840 -2.9610  0.208
H: -1.9698 0.3549 -4.8630  0.161
H: 1.1176 3.2735 -3.9459  0.239
H: 0.0764 -0.9692 3.1252  0.232
H: -1.3179 1.1072 4.7325  0.206
H: -2.1923 -0.2017 -1.7550  0.208
H: -0.2619 3.2387 -2.8692  0.230
H: 0.3565 0.6660 4.5351  0.221
H: 0.1472 -1.2778 5.9959  0.212
H: -3.6744 0.8935 -4.8555  0.171
H: -2.3315 2.4868 -2.9159  0.243
H: -1.5854 -0.9361 6.2570  0.215
H: -3.2050 -0.0564 4.4803  0.271

=====

The following is a quantum chemistry calculation of a molecular structure, C30H26Cl4N8O2STi, from the OMol25 dataset.

The highest occupied orbital energy (alpha / beta) is -5.20 / -6.97 eV. The spin multiplicity is 3. The value obtained for the LUMO energy (alpha / beta) is -0.11 / 0.04 eV. The molar mass is 752.3 g/mol. Its total energy is -131591.9166 eV.

Last column: Mulliken spin population.
Atoms and positions in Å:
Ti: -0.6485 -0.7650 -1.3321  1.314
Cl: -2.1409 -2.3136 0.6013  0.011
Cl: -3.9499 -0.3297 -0.4505  0.010
Cl: 5.0356 -4.4302 -1.2969  0.000
Cl: 6.1288 -1.4475 -1.2827  0.000
S: -1.3078 0.8903 1.3211  0.000
O: 2.3500 1.9879 -1.5854  0.031
O: -0.3213 -4.4943 -1.4036  0.084
N: 0.1500 2.8918 2.3000  0.000
N: 1.1554 0.0039 -1.7200  -0.015
N: 0.7342 -1.5161 0.7514  -0.034
N: 1.8597 -3.0336 1.9266  0.001
N: 0.3446 -2.3208 -1.9478  -0.032
N: -1.9281 -1.5711 -2.7243  0.082
N: -2.0425 2.8210 2.9620  0.000
N: -1.1121 1.2084 -1.9137  0.017
C: 2.2312 0.4300 1.3936  0.003
C: -3.7636 -1.5987 0.7573  0.001
C: -2.8899 -3.7940 -2.6407  -0.066
C: 0.3920 4.0854 3.0946  0.000
C: 2.6024 -3.3373 -1.6668  -0.007
C: -3.9940 -2.0465 -3.8396  -0.021
C: 3.3333 0.7667 2.1528  -0.002
C: 3.5887 -1.5014 2.9678  0.000
C: 0.8508 -2.7813 1.0602  0.005
C: 1.7240 -2.2773 -1.7748  0.026
C: -4.0029 -3.3565 -3.3237  0.137
C: -2.2693 1.8017 -2.2242  0.025
C: -1.8944 3.8511 3.9879  0.000
C: -0.5286 -3.3605 -1.8572  0.095
C: 3.9949 -0.1827 2.9477  0.000
C: -2.4142 3.1583 -2.4369  -0.015
C: -1.3057 3.9788 -2.3160  0.027
C: 3.5564 -0.7023 -1.5674  -0.014
C: 1.3130 1.3355 -1.7012  0.016
C: 2.1998 -0.9381 -1.6947  0.027
C: 2.4854 -1.8296 2.1868  0.004
C: -2.9546 -1.2132 -3.5343  0.075
C: 3.9618 -3.0804 -1.4985  -0.001
C: 4.4344 -1.7797 -1.4702  0.002
C: -0.4307 3.9847 4.3663  0.000
C: -1.0403 2.2842 2.2344  0.005
C: -0.0233 2.0092 -1.8753  0.051
C: -0.0905 3.3788 -2.0434  -0.024
C: 1.7811 -0.8885 1.4311  0.001
C: -1.8471 -2.9072 -2.3946  0.149
H: -0.2841 4.8609 4.9966  0.000
H: 1.4554 4.1418 3.3174  0.000
H: 0.2524 -3.5883 0.6564  -0.003
H: -3.1347 1.1645 -2.3229  0.000
H: 3.9300 0.3086 -1.5190  0.001
H: 4.1258 -2.2511 3.5345  0.000
H: -2.4854 3.5644 4.8574  0.000
H: 2.1491 -3.9431 2.2405  -0.001
H: 1.7774 1.1363 0.7148  0.012
H: -3.8365 -1.1539 1.7417  0.002
H: 0.8974 2.4825 1.7644  0.002
H: 0.1102 4.9802 2.5307  0.000
H: -4.7929 -1.6984 -4.4807  -0.001
H: -3.3858 3.5555 -2.6971  -0.001
H: -1.3899 5.0498 -2.4462  0.003
H: 0.8363 3.9322 -1.9705  0.000
H: -2.9261 2.3519 2.8595  0.000
H: 2.2327 -4.3524 -1.6972  -0.001
H: -4.5033 -2.3685 0.5796  -0.001
H: -2.9122 -0.2140 -3.9484  0.008
H: 3.7230 1.7768 2.1092  0.000
H: -4.8460 -4.0111 -3.5007  0.013
H: -2.7702 -4.8171 -2.3078  -0.001
H: -0.1126 3.0986 4.9192  0.000
H: -2.2769 4.8055 3.6171  0.000
H: 4.8594 0.1175 3.5252  0.000